{"formula": "C63H140F3N8O12S", "method": "wB97M-V/def2-TZVPD", "energy_ha": -4520.937800, "mol_weight_g_mol": 1290.918, "total_charge": 5, "e_homo_ev": -17.44, "symbols": ["C", "N", "H", "H", "H", "C", "C", "H", "C", "H", "H", "H", "C", "H", "H", "O", "H", "H", "H", "H", "H", "H", "C", "H", "C", "C", "S", "H", "H", "H", "H", "C", "C", "C", "C", "H", "N", "C", "H", "H", "N", "H", "H", "H", "H", "C", "H", "H", "C", "C", "C", "C", "H", "H", "C", "C", "C", "C", "H", "H", "C", "H", "H", "C", "H", "C", "H", "C", "H", "H", "H", "H", "H", "C", "H", "H", "H", "H", "O", "H", "H", "H", "O", "H", "O", "H", "H", "H", "H", "H", "C", "H", "C", "H", "C", "H", "H", "H", "C", "H", "H", "C", "H", "H", "H", "H", "C", "H", "H", "C", "H", "H", "C", "O", "H", "F", "O", "H", "H", "H", "C", "H", "H", "H", "H", "H", "H", "H", "O", "C", "C", "H", "C", "N", "H", "H", "H", "H", "H", "H", "H", "H", "C", "H", "C", "H", "H", "N", "F", "H", "H", "H", "C", "H", "H", "N", "C", "O", "C", "H", "C", "H", "H", "H", "H", "H", "C", "H", "H", "H", "H", "H", "H", "H", "H", "H", "C", "H", "C", "H", "H", "H", "H", "C", "C", "C", "C", "H", "C", "O", "H", "N", "H", "H", "H", "H", "O", "H", "H", "H", "H", "C", "O", "F", "C", "N", "C", "C", "C", "C", "H", "H", "H", "H", "H", "O", "H", "H", "C", "H", "H", "H", "H", "C", "H", "C", "C"], "positions_angstrom": [[-0.49, -4.02, 4.11], [-4.40, 2.03, -2.95], [2.01, 3.19, -7.93], [-2.55, -4.96, -3.57], [-0.62, 4.36, 3.06], [-1.87, -5.99, 3.76], [-0.09, -5.99, -2.35], [5.64, 3.48, -1.22], [-0.34, -5.24, 2.02], [-3.18, 4.55, -4.34], [-1.43, -1.58, -4.80], [2.98, -8.98, -6.63], [2.12, -1.72, 3.37], [1.00, -0.62, 1.79], [-5.04, 0.75, 0.98], [-2.70, -5.05, 0.46], [-4.00, -3.82, 1.17], [-3.84, 2.11, 1.08], [-4.97, 2.76, -1.07], [-1.28, 1.79, 5.12], [1.22, 5.05, 7.60], [1.21, 0.71, 0.98], [-1.18, 3.60, 2.50], [-0.97, -7.49, -1.04], [-0.62, -3.48, -5.28], [-0.81, 3.65, 1.01], [2.54, 3.48, 2.63], [3.16, -6.64, -6.46], [4.60, 0.88, -0.10], [-1.66, -0.37, 4.04], [1.69, 1.69, 8.77], [1.83, 2.95, -5.26], [-0.36, 0.24, -2.23], [2.80, 0.73, -5.74], [3.86, 3.76, 4.00], [4.90, 3.69, -5.22], [-1.29, -4.79, 3.10], [1.24, 0.69, 8.75], [-1.61, -3.81, -5.59], [-0.05, -4.43, 1.36], [1.92, -0.71, 2.24], [0.08, 5.27, -6.62], [6.26, 2.82, -4.63], [-5.52, -2.44, -4.14], [-1.78, -1.41, -2.59], [1.00, -2.78, 3.29], [0.60, 1.16, 10.82], [5.12, 2.30, 0.86], [-2.42, -3.90, 2.58], [-1.02, -0.35, 4.92], [0.05, -1.05, 0.35], [-1.23, 0.91, 5.76], [-0.81, 1.23, 8.35], [-1.62, 5.80, 7.92], [0.01, 4.76, -0.99], [0.40, -0.21, 4.49], [-3.39, -4.61, 1.64], [-3.11, 2.84, -3.15], [-5.38, -0.48, -2.37], [0.99, -6.09, -2.40], [-5.19, -0.37, -3.44], [1.17, 5.36, 1.46], [-2.34, 5.91, 1.10], [0.16, -6.33, -4.80], [-0.43, 3.27, 8.21], [-4.10, 0.69, -3.62], [4.38, 0.90, -2.43], [1.67, -6.21, -4.96], [2.27, -6.36, -4.05], [0.35, -4.64, 4.44], [1.53, -6.97, -6.90], [-3.99, -2.23, -3.31], [-2.43, -5.69, 4.64], [4.95, 2.64, -1.30], [2.77, 2.55, -1.17], [1.57, -9.06, -5.56], [-4.33, -1.60, -4.95], [0.08, -3.90, -6.00], [0.91, 4.77, -6.58], [-5.47, 5.04, -3.97], [-2.75, 0.67, 2.46], [-1.30, -1.16, 5.59], [-2.55, 3.98, 2.67], [0.32, 5.22, 6.02], [0.34, -1.65, 1.45], [-4.13, -5.29, 2.05], [-0.28, -5.16, -1.67], [-0.02, 1.41, -5.83], [-4.00, 0.85, -4.69], [-0.21, 5.99, 8.94], [-4.77, 1.78, -1.50], [-1.40, 2.99, 0.37], [-3.55, 4.32, -3.34], [1.39, -3.63, 2.71], [-0.02, 0.59, 7.94], [1.25, -0.75, 6.40], [2.48, -0.99, 1.44], [1.87, -1.08, 4.22], [-4.01, 1.07, 0.80], [0.72, -3.81, -3.63], [1.68, 2.53, -4.26], [-0.20, 3.52, 7.17], [-2.03, 0.83, 6.48], [2.20, 0.22, 2.59], [0.52, 6.73, 0.53], [2.57, 0.51, -4.71], [1.10, 0.14, 5.78], [-2.51, 5.01, -0.56], [0.97, 4.30, -0.77], [-2.33, -6.95, -2.75], [3.42, 3.76, -0.34], [-3.78, -0.79, 2.02], [5.25, 1.76, -0.08], [4.28, -0.86, 3.36], [-3.04, 5.06, -2.72], [3.57, 3.00, 5.05], [3.04, 4.11, 1.40], [-1.21, 3.53, 6.74], [-0.26, 3.37, -5.65], [2.02, 0.03, 8.37], [3.59, -2.09, 3.38], [-2.77, -7.89, -3.09], [0.55, 0.42, 3.62], [0.56, 2.76, 5.35], [-2.62, 4.64, 3.37], [6.07, 0.05, 3.70], [-2.70, 1.17, -0.88], [-2.26, -6.05, -4.81], [1.07, 1.99, -1.22], [-1.96, 5.65, 0.13], [0.52, 0.91, -1.03], [0.62, 0.32, -7.14], [-0.33, -3.96, -3.88], [1.97, 1.83, -6.32], [3.83, -2.74, 4.23], [0.24, -0.49, 10.31], [-2.35, 2.60, -2.41], [3.38, 3.87, -1.94], [-0.32, 6.36, 1.97], [1.88, -5.15, -5.14], [5.86, -1.58, 4.45], [-0.81, -6.02, 1.42], [-5.06, 4.31, -3.27], [3.84, 0.98, -5.95], [2.24, -7.08, -6.08], [-2.58, -6.51, 3.13], [-0.51, -0.38, 7.89], [-0.50, -5.47, -3.72], [3.88, 5.05, 4.29], [0.06, -2.46, 2.84], [0.17, 3.17, 0.96], [-0.13, -7.35, -4.55], [5.01, 1.79, -2.58], [-2.37, -0.31, 1.09], [-3.82, -0.06, -1.07], [3.56, 3.19, -1.20], [-0.55, 6.02, 7.91], [2.33, 2.04, 2.62], [0.27, 5.89, 1.18], [-0.65, -1.69, -6.40], [-3.76, 0.96, -0.68], [-1.04, -3.76, 5.00], [-2.77, 2.47, -4.11], [-0.41, -8.03, -2.54], [2.63, -0.20, -6.29], [-5.76, 1.33, -1.51], [-0.80, -1.66, -0.75], [0.53, 4.46, -4.57], [0.53, -5.65, 2.54], [3.63, 2.66, -7.27], [0.22, 2.02, -7.47], [-2.85, -3.56, 3.52], [-1.94, -3.01, 2.16], [-0.99, 2.59, 2.85], [-5.42, 2.73, -4.69], [5.60, 4.14, -3.56], [2.51, -8.55, -5.74], [-5.47, 4.64, -2.32], [0.59, 1.32, -6.72], [-6.47, 2.51, -3.44], [2.83, 3.38, -5.15], [0.33, -1.52, -4.89], [6.20, -1.49, 2.75], [-4.73, -1.73, -3.93], [0.66, 0.18, 0.21], [-0.96, -7.20, -2.09], [0.96, 0.33, 10.21], [3.84, -2.66, 2.48], [5.38, 3.37, -4.30], [-0.44, 0.82, -3.32], [-1.06, -6.65, 4.07], [0.13, 1.11, 6.51], [1.70, 2.58, 6.70], [6.01, 1.45, -2.83], [0.82, -1.18, 4.22], [-3.06, -6.60, -2.02], [1.39, 4.26, 3.06], [-3.13, 0.36, -3.24], [-2.32, -4.25, 0.08], [0.25, 5.74, -1.40], [6.26, 1.36, -0.06], [0.69, 3.89, -5.49], [4.44, 2.41, -3.72], [5.03, 3.37, 3.53], [2.64, 2.37, -7.61], [-0.62, 5.00, 0.36], [0.65, 2.54, 6.41], [-0.56, -1.94, -5.35], [-1.01, -1.00, -1.95], [5.69, -0.96, 3.56], [-0.35, -6.08, -5.73], [-0.43, 7.03, 7.53], [-0.95, -3.55, -3.08], [1.91, -0.05, 10.56], [-1.77, 6.54, -0.47], [-1.48, -2.71, -0.53], [2.08, 0.61, 5.66], [-0.05, -3.17, 3.59], [-1.98, -5.87, -3.78], [3.07, -8.67, -4.81], [-0.58, 4.09, -1.60], [0.89, -3.31, 4.23], [2.64, 1.54, -8.31], [-5.46, 2.87, -3.61], [-6.11, 0.02, -3.88], [0.26, 4.99, 7.09], [-3.21, 0.07, 1.67]]}